Entry from the OMol25 dataset: a 2-piece molecular cluster, H4O2 overall (the ωB97M-V functional and the def2-TZVPD basis).

Output
**HOMO-LUMO gap**: 11.66 eV

Last column: natural (NBO) charge in e.
Element x y z (Å)
O 8.2776 -20.3070 10.2434  -0.948
H 8.1500 -20.4273 9.3024  0.459
H 7.5312 -20.7512 10.6456  0.485
O 5.6793 -21.5043 9.8132  -0.946
H 5.5448 -21.0322 8.9915  0.473
H 4.8672 -21.3713 10.3021  0.476

Entry from the OMol25 dataset: one molecule with the formula C6H10S2 at a distorted geometry (the ωB97M-V functional and the def2-TZVPD basis).

Output
**HOMO-LUMO gap**: 8.33 eV

Last column: natural (NBO) charge in e.
Element x y z (Å)
C -0.2857 -2.2789 -0.2780  -0.608
C 0.1391 -1.1145 0.5947  -0.308
C -0.7150 0.1929 0.7292  -0.322
C 0.1902 0.9555 -0.3117  -0.317
C 0.5636 2.3509 -0.0058  -0.615
C 1.2219 -0.1584 -0.0280  -0.029
H -1.1344 -2.8643 0.0057  0.233
H 0.6757 -2.8798 -0.3423  0.232
H -0.5350 -1.8405 -1.3147  0.196
H 0.6193 -1.5558 1.5888  0.231
H -0.8751 0.6195 1.7292  0.251
H -2.0624 -0.1451 -1.2770  0.120
H -0.0151 0.8981 -1.3859  0.239
H 1.2446 2.7351 -0.8382  0.233
H 1.0584 2.3967 0.9898  0.216
H -0.5018 2.7619 0.0629  0.227
S -2.4156 0.1494 0.0334  -0.044
S 2.8274 -0.2229 0.0481  0.065

Entry from the OMol25 dataset: one molecule with the formula C3H4N2O2 at a distorted geometry (the ωB97M-V functional and the def2-TZVPD basis).

Output
**HOMO-LUMO gap**: 8.85 eV

Last column: natural (NBO) charge in e.
Element x y z (Å)
C -0.2156 1.4581 -1.9434  0.471
C -0.0191 -0.6210 0.9106  -0.081
C 0.7823 -1.3160 1.8655  0.330
H -1.0639 1.8246 -2.6299  0.183
H -1.4051 0.0701 -0.8967  0.369
H -0.9963 -1.0305 0.7398  0.185
H 1.8975 -1.0161 2.1738  0.181
N -0.3475 0.4322 -0.9176  -0.464
N 0.5481 0.1621 0.0524  -0.098
O 0.7252 2.3055 -1.8092  -0.545
O 0.0945 -2.2689 2.4547  -0.531

Entry from the OMol25 dataset: C2HClI2O as an isolated structure at a distorted geometry (the ωB97M-V functional and the def2-TZVPD basis).

Output
**HOMO-LUMO gap**: 8.79 eV

Last column: natural (NBO) charge in e.
Element x y z (Å)
C 1.6363 0.2634 0.4173  0.474
C 0.2141 0.1011 0.5769  -0.619
O 2.4480 0.6927 1.1381  -0.460
Cl 2.0113 -0.5142 -1.1172  -0.059
I -0.3234 1.7892 1.8524  0.164
I -0.1574 -1.5675 1.7910  0.229
H -0.3852 -0.0319 -0.3254  0.271

Entry from the OMol25 dataset: a 2-piece molecular cluster, C4H14NO2 overall at a distorted geometry (the ωB97M-V functional and the def2-TZVPD basis).

Output
**Charge**: +1
**HOMO-LUMO gap**: 11.49 eV

Last column: natural (NBO) charge in e.
Element x y z (Å)
O -2.5268 -0.2766 -1.2108  -0.749
C -1.9543 0.5487 -0.1866  -0.094
C -0.6627 -0.1637 0.2212  -0.243
N 0.1254 -0.5383 -0.9785  -0.509
C 1.0486 0.4258 -1.6269  -0.231
C 2.4314 0.3931 -0.9145  -0.631
H -3.4548 -0.4232 -0.9767  0.508
H -2.6605 0.7663 0.6139  0.226
H -1.7266 1.5417 -0.5910  0.183
H -0.9623 -1.1093 0.6608  0.245
H -0.0969 0.5372 0.8292  0.235
H 0.6443 -1.4118 -0.8660  0.435
H -0.6097 -0.7767 -1.6618  0.465
H 0.5951 1.4036 -1.4156  0.213
H 1.1037 0.3682 -2.7068  0.244
H 2.9740 1.3163 -1.0667  0.259
H 3.0313 -0.3673 -1.4316  0.228
H 2.2564 -0.0425 0.0667  0.214
H -0.1648 -1.0421 5.0576  0.482
H 0.6701 -0.2646 4.0735  0.466
O -0.0609 -0.8848 4.1106  -0.947

Entry from the OMol25 dataset: a 2-piece molecular cluster, H2O3S2 overall at a distorted geometry (the ωB97M-V functional and the def2-TZVPD basis).

Output
**HOMO-LUMO gap**: 9.42 eV

Last column: natural (NBO) charge in e.
Element x y z (Å)
O -1.9570 1.3732 -0.3851  -0.845
O 0.5785 -0.4204 -0.0037  -0.885
O -1.8758 -0.6024 0.9938  -0.881
S -1.7809 -0.0501 -0.3309  1.702
S 2.1842 -0.5298 -0.4922  0.302
H 2.3407 0.7958 -0.7364  0.100
H 0.5104 -0.5663 0.9546  0.508

Entry from the OMol25 dataset: C30H36CrN9O8PS2 as an isolated structure at a distorted geometry (the ωB97M-V functional and the def2-TZVPD basis).

Output
**Charge**: +1
**HOMO-LUMO gap (alpha / beta)**: 7.93 / 8.26 eV
**Spin multiplicity**: 4

Last column: Löwdin charge in e.
Element x y z (Å)
Cr -0.9777 -0.6307 -0.3191  0.540
N -0.2181 -1.8490 1.1928  -0.019
N 0.6540 -2.9555 1.2237  -0.020
C 0.9893 -3.6880 0.1240  -0.880
N 1.9597 -4.5836 0.3490  0.118
S 0.2552 -3.4940 -1.3466  0.756
H 0.2040 -1.1612 1.8133  0.075
H -1.1417 -2.1090 1.5484  0.094
H 1.1167 -3.1270 2.1063  0.158
H 2.5020 -4.6025 1.1972  0.106
H 2.2594 -5.1466 -0.4292  0.106
O -3.5467 0.4634 2.6829  0.112
C -2.5308 0.4062 2.0465  -0.653
O -2.4519 -0.1471 0.8494  -0.245
C -1.2053 0.9722 2.5703  -0.191
P -0.2323 1.3698 1.0731  1.095
C -0.9264 2.9902 0.6426  -0.326
C -2.1152 3.0203 -0.0826  -0.096
C -2.7539 4.2281 -0.3245  -0.068
C -2.1997 5.4107 0.1417  -0.063
C -1.0175 5.3849 0.8709  -0.059
C -0.3875 4.1791 1.1325  -0.072
C 1.5004 1.5998 1.5576  -0.336
C 2.0441 0.8735 2.6181  -0.086
C 3.4060 0.9148 2.8819  -0.069
C 4.2376 1.7030 2.1015  -0.062
C 3.7036 2.4516 1.0608  -0.052
C 2.3467 2.3989 0.7856  -0.101
H -0.7389 0.2116 3.2008  0.087
H -1.3841 1.8508 3.1899  0.115
H -2.5705 2.0943 -0.4165  0.090
H -3.6908 4.2411 -0.8647  0.112
H -2.6947 6.3530 -0.0487  0.111
H -0.5932 6.3041 1.2503  0.113
H 0.5226 4.1686 1.7188  0.108
H 1.4123 0.2834 3.2724  0.096
H 3.8118 0.3435 3.7055  0.116
H 5.2972 1.7454 2.3129  0.119
H 4.3472 3.0753 0.4554  0.120
H 1.9480 2.9586 -0.0482  0.109
C -4.1006 -4.6386 -0.7324  -0.031
C -3.8194 -3.7893 0.5072  -0.615
C -4.9203 -2.7540 0.7246  -0.027
C -3.6837 -4.6724 1.7415  -0.036
N -2.5114 -3.0914 0.4095  -0.064
N -2.4484 -2.1435 -0.6675  -0.144
H -5.0792 -5.1121 -0.6613  0.095
H -3.3524 -5.4261 -0.8459  0.090
H -4.1041 -4.0350 -1.6427  0.078
H -5.8162 -3.2506 1.0950  0.096
H -5.2033 -2.2478 -0.2008  0.086
H -4.6136 -2.0096 1.4611  0.085
H -4.5850 -5.2672 1.8818  0.093
H -3.5266 -4.0630 2.6307  0.088
H -2.8445 -5.3638 1.6371  0.085
H -1.7951 -3.7709 0.1467  0.057
H -3.3099 -1.5954 -0.6686  0.064
H -2.3804 -2.6436 -1.5590  0.057
O 1.4214 1.4222 -1.9107  0.022
C 1.6857 0.3289 -1.4073  -0.592
O 0.8570 -0.5589 -1.0384  -0.227
C 3.1353 -0.0080 -1.1417  -0.081
C 3.4453 -0.8673 -0.0944  0.067
C 4.7673 -1.0466 0.2520  -0.116
C 5.8130 -0.4416 -0.4184  0.094
C 5.4628 0.3859 -1.4641  -0.101
C 4.1529 0.6335 -1.8326  0.087
N 6.5491 1.0700 -2.2047  -0.351
O 6.2175 1.8458 -3.0701  0.099
O 7.6837 0.8121 -1.8818  0.105
N 5.0804 -1.9080 1.4129  -0.340
O 4.1427 -2.4314 1.9901  0.047
O 6.2337 -1.9941 1.7477  0.119
H 2.6645 -1.3682 0.4523  0.108
H 6.8447 -0.5939 -0.1398  0.139
H 3.9397 1.3268 -2.6337  0.139
S -1.9835 -0.1227 -2.5187  0.789
C -2.1622 1.4783 -3.1308  -0.722
N -1.1579 2.3757 -3.0399  0.104
C -1.2519 3.6198 -3.5247  -0.030
C -2.4000 4.0038 -4.1553  -0.013
C -3.4001 3.0315 -4.2463  -0.077
N -3.2979 1.8135 -3.7504  0.096
H -0.2484 2.0628 -2.6121  0.128
H -0.3851 4.2507 -3.3858  0.148
H -2.5187 4.9925 -4.5673  0.118
H -4.3378 3.2591 -4.7395  0.126